# 1
The following is a quantum chemistry calculation of a structure of composition C37H55AsCsN2O7SbSi3 at a distorted geometry, from OMol25.

## Properties
**LUMO level**: 3.62 eV
**ΔE to the lowest compared entry with this formula, charge and spin**: 150.86 kJ/mol
**2S+1**: 1
**F_max**: 0.0575 Eh/bohr
**Orbital gap**: 5.267 eV
**Charge**: -2
**E_tot**: -5443.80817 a.u.

The geometry in XYZ format:
```
107
Properties=species:S:1:pos:R:3:forces:R:3
O 2.87203 1.92404 -5.16626 0.3 0.0 -0.4
Si -1.71955 3.50181 2.50212 -0.2 -0.1 -0.1
H 3.99966 -2.89968 1.41238 0.0 0.0 0.0
H -1.22959 6.10169 -0.17219 -0.1 0.0 -0.1
H -0.01625 0.58189 3.24289 0.0 0.0 0.0
O -0.70849 1.15187 -2.16007 -0.6 1.3 -1.1
H 3.44569 0.12715 1.65976 0.0 0.0 0.0
Sb -0.45872 2.24325 0.53255 -0.2 1.0 0.8
H 2.33289 2.19379 3.02205 0.0 0.1 0.0
H 4.05246 3.82149 0.57455 0.0 0.0 0.0
H -1.70642 6.01103 2.10330 0.0 0.0 0.0
As 3.46752 -1.61232 -0.75458 0.1 -0.6 -0.1
C -1.63840 5.34201 2.95901 0.2 0.1 0.0
H -3.62082 -6.95440 -4.61752 0.0 0.0 0.0
H -2.14558 3.22394 4.92198 0.0 0.0 0.0
C -4.32429 -5.61130 -1.07091 0.0 0.0 0.0
H -0.44223 2.85044 4.59192 -0.1 0.0 0.0
H 3.00310 3.83531 3.12845 -0.1 -0.1 0.0
C -5.18239 -6.51686 -1.64758 0.1 0.0 0.0
C -1.74618 -5.24813 -3.74274 -0.2 -0.1 0.0
C -4.94620 -7.01326 -2.94095 0.0 0.1 0.0
C 2.80087 1.11587 -2.87095 -0.6 0.1 -0.1
H 4.10536 -4.12097 -0.78801 0.0 0.0 0.0
Si -1.45474 3.83169 -1.23707 0.0 -0.1 -0.1
C -2.26158 -0.93070 3.78076 0.1 0.0 0.1
C -2.58320 -2.24537 1.77492 0.1 0.0 0.0
H -4.19241 3.44246 2.97238 0.1 0.0 -0.1
N -2.02967 -2.69806 0.54574 0.1 0.2 0.2
H 2.37832 -2.22129 1.42616 0.0 0.0 0.0
C 5.41201 -1.36106 -0.94053 0.1 0.0 0.0
H -2.45850 5.57272 3.65036 0.1 0.0 0.0
H -3.67909 2.05131 1.98963 0.0 0.1 0.0
C 0.74497 1.34556 -4.13028 0.4 -0.1 0.4
C 3.36970 -3.51006 -1.31777 0.0 0.0 -0.1
C 3.53361 -3.63660 -2.83385 0.0 0.0 0.1
C 6.31727 -2.44013 -0.36144 0.0 0.0 0.0
O 1.65982 0.92558 -0.69204 1.2 1.1 0.1
H 0.93757 5.71830 -0.03526 0.1 0.0 0.1
H 1.24710 -0.22475 2.30149 0.0 0.0 0.0
C 3.23208 3.28577 0.08072 0.1 -0.2 -0.3
C -3.16520 -5.15444 -1.74670 0.0 0.3 0.2
H -1.64279 -0.30158 4.40365 0.0 0.0 0.0
C 1.37530 5.44666 0.93253 -0.2 0.2 0.0
H 0.79373 4.17853 -2.27244 -0.1 0.0 -0.1
H -2.83169 5.40905 0.14401 0.0 0.1 0.0
H -4.51495 -5.23350 -0.07623 0.0 0.0 0.0
C -3.82746 -6.58669 -3.61660 0.0 0.0 0.0
H 3.37313 -4.66359 -3.17498 0.0 0.0 0.0
C 3.42377 -1.99949 1.18741 0.0 0.2 0.1
H -5.63213 -7.71763 -3.39650 0.0 0.0 0.0
H -2.74105 2.23826 -2.61056 0.0 0.1 0.1
H 2.81619 -2.99795 -3.35484 0.0 0.0 0.0
H -3.62987 3.78524 -2.42504 0.0 0.0 0.0
H -0.69273 5.55980 3.47232 -0.1 0.0 0.0
C -2.25389 -4.18755 -1.15887 -0.1 -0.2 -0.3
C -1.78780 -1.37889 2.55416 0.0 -0.1 -0.1
C 2.11254 3.25626 2.85489 0.0 -0.1 0.2
H 0.69140 5.79303 1.71533 0.1 0.0 -0.1
C -0.24630 4.25170 -2.61111 0.2 -0.1 -0.2
H 2.32963 5.97870 1.03523 -0.1 0.0 0.0
C 1.64917 1.09751 -1.94298 0.5 0.3 -0.6
H -0.41905 5.27313 -2.96820 0.0 -0.1 0.0
O -0.04244 -3.31223 -1.27495 0.0 -2.9 -0.6
H 6.16631 -2.56597 0.71476 0.0 0.0 0.0
H -3.88532 3.63320 1.23064 0.0 -0.1 0.1
Cs -0.05092 -0.97142 -0.93235 -0.9 -0.1 1.3
H 3.47097 2.22304 0.00554 0.0 0.1 0.0
C 2.24336 1.52565 -4.21304 -0.4 -0.2 0.5
C -3.53105 -1.28578 4.22496 0.0 0.0 -0.1
C -0.84191 -4.43751 -3.16961 0.0 0.1 0.1
C -0.99538 -3.91841 -1.81111 -0.2 -0.5 0.2
H 3.14433 3.65913 -0.94772 0.0 -0.1 0.1
H 2.37439 -3.84942 -1.02307 0.0 0.0 0.0
C 0.42899 1.21670 -2.69533 0.6 0.3 -0.5
H 4.99855 -0.66406 1.88243 0.0 0.0 0.0
O 3.97254 0.85054 -2.65243 0.4 0.2 0.2
C -3.84941 -2.58536 2.23575 0.0 0.0 0.0
H 5.58081 -1.22261 -2.00856 0.0 0.0 0.0
O -0.02296 1.31155 -5.07356 -0.3 0.1 -0.3
H -3.59625 2.59781 -1.10233 0.0 0.1 -0.1
H 3.71390 -0.91347 3.06729 0.0 0.0 0.0
H -5.32937 -2.37221 3.77881 0.0 0.0 0.0
H 7.37217 -2.18987 -0.51714 0.0 0.0 0.0
H 5.61843 -0.38672 -0.49409 0.0 0.0 0.0
C 0.35089 -0.38592 2.89753 0.0 0.0 -0.1
H -1.69991 1.66321 4.21829 0.0 0.2 0.0
Si 1.66646 3.58656 1.05278 0.0 0.2 0.1
H -2.45451 6.06441 -1.46010 0.0 -0.1 0.1
C -3.00797 3.03934 -1.91538 -0.2 -0.2 -0.1
H 4.53191 -3.32780 -3.15809 0.0 0.0 0.0
H -3.88516 -0.90540 5.17683 0.0 0.0 0.0
H 0.58820 -1.01764 3.75963 0.0 0.0 0.0
C 3.91990 -0.80002 1.99869 0.0 0.0 0.0
N -2.65196 -3.66434 0.04980 -0.3 -0.6 -0.2
C -2.92630 -5.67436 -3.03896 0.1 0.0 -0.1
C -2.04217 5.51033 -0.60641 0.0 0.2 0.3
O -0.57742 -1.03228 2.04144 0.0 -0.2 0.4
H 0.06103 -4.13808 -3.68882 0.0 0.0 0.0
H -4.44814 -3.23470 1.61135 0.0 0.0 0.0
H 6.14013 -3.41042 -0.83208 0.0 0.0 0.0
H -0.36365 3.55987 -3.45398 0.0 0.2 0.2
C -3.54346 3.12923 2.14356 -0.1 0.0 -0.1
H -1.59089 -5.61345 -4.75359 0.0 0.0 0.0
C -1.46448 2.73023 4.21757 0.1 -0.2 0.1
C -4.33236 -2.10641 3.44728 0.0 0.0 0.0
H 1.29423 3.53929 3.52484 0.1 0.0 0.0
H -6.05183 -6.85482 -1.09470 0.0 0.0 0.0
```
Positions in Å, forces in eV/Å.

---

# 2
The following is a quantum chemistry calculation of a structure of composition C37H55BrCl3N2O5PPbSi, from OMol25.

## Properties
**LUMO level**: 4.12 eV
**ΔE to the lowest compared entry with this formula, charge and spin**: 12.72 kJ/mol
**2S+1**: 1
**F_max**: 0.0045 Eh/bohr
**Orbital gap**: 6.107 eV
**Charge**: -2
**E_tot**: -6707.35809 a.u.

The geometry in XYZ format:
```
106
Properties=species:S:1:pos:R:3:forces:R:3
H -3.29933 6.28526 -0.78033 0.0 0.0 0.0
Si 0.24579 -1.27939 3.16727 0.1 0.0 -0.2
H -3.45047 1.29443 -1.12742 0.0 0.0 0.0
C 5.28591 -0.80661 -1.30500 0.0 0.0 0.0
H 0.43589 6.91218 -0.58404 0.0 0.0 0.0
C 4.09663 -0.32201 -2.13564 0.0 0.0 0.0
H 4.21705 0.72680 -2.41363 0.0 0.0 0.0
H -3.86474 2.46276 2.99878 0.0 0.0 0.0
H -3.82080 -3.18450 -4.12921 0.0 0.0 0.0
H -1.63383 6.75233 2.52956 0.0 0.0 0.0
C 4.09000 -2.31251 1.32579 0.0 0.0 0.0
C -1.19849 -4.53416 -3.93746 0.0 0.0 -0.1
Cl -0.13549 0.46610 4.29962 0.0 0.0 0.0
O -2.93493 -3.21330 -1.55091 0.0 0.0 -0.1
H 0.92205 -5.20563 -2.35649 0.0 0.0 0.0
H -0.37474 -4.62018 -1.29528 0.0 0.0 0.0
N 3.71102 -1.10267 1.11712 0.0 0.0 0.0
H -4.31050 -5.12709 -2.66990 0.0 0.0 0.0
H 4.75311 -1.26897 3.94981 0.0 0.0 0.0
H -3.57380 6.49199 0.95222 0.0 0.0 0.0
H -5.02861 1.21565 -0.32621 0.0 0.0 0.0
H -2.67637 0.28184 2.37873 0.0 0.0 0.0
H -2.00834 -4.82900 -3.27273 0.0 0.0 0.0
C 0.87320 -3.15307 -4.16532 0.0 0.0 0.0
Br 2.03772 2.41903 0.69989 0.0 -0.1 0.0
H -4.75856 -4.88760 -0.97246 0.0 0.0 0.0
H 5.57497 0.11473 4.68857 0.0 0.0 0.0
O -1.00656 -2.30709 -0.30641 0.1 0.0 0.0
C 6.53290 1.99320 0.92501 0.0 0.0 0.0
H 2.21220 -6.51563 1.90545 0.0 0.0 0.0
H -1.62401 -4.02884 -4.80739 0.0 0.0 0.0
C -2.28084 4.02069 0.68095 0.0 0.0 -0.1
C -4.34606 -2.51689 -3.44323 0.0 0.0 0.0
O -2.38799 -0.70651 -1.81606 0.0 -0.1 0.0
C -4.28969 -3.06420 -2.01962 0.1 0.0 0.1
H -4.17077 -0.12012 1.51467 0.0 0.0 0.0
C 3.21668 -3.43440 1.35205 0.1 0.0 0.1
H 7.01908 1.22206 -1.01803 0.0 0.0 0.0
C -1.24263 4.93460 0.50772 -0.1 0.0 0.1
O -0.91032 -2.39306 -2.86224 0.0 -0.1 -0.1
H 0.30103 -4.72023 1.20602 0.0 0.0 0.0
C -3.39768 1.80345 0.97936 0.0 0.0 0.0
C -1.04176 7.12831 1.69296 0.0 0.0 0.0
H 0.43908 -2.61352 -5.00872 0.0 0.0 0.0
C 0.38465 -4.31726 -2.01290 0.1 0.0 0.0
C 4.68590 -0.08879 1.05714 0.0 0.0 0.0
H 3.96872 -0.39417 5.25695 0.0 0.0 0.0
H -1.17650 8.21410 1.62917 0.0 0.0 0.0
H 4.54178 -5.11054 1.94768 0.0 0.0 0.0
H 3.76567 1.63495 3.79696 0.0 0.0 0.0
H 3.17190 -0.40260 -1.56330 0.0 0.0 0.0
H 0.00763 6.92289 1.91151 0.0 0.0 0.0
C -2.11866 2.65162 0.85607 0.0 0.0 0.0
H 1.56007 -2.48500 -3.64421 0.0 0.0 0.0
H -4.66870 3.43578 1.75887 0.0 0.0 0.0
Cl -1.47523 -2.45508 3.52164 0.0 0.0 0.0
Pb 0.91418 -1.04099 0.43643 -0.2 0.1 0.0
C -5.05411 -2.16482 -1.05515 0.0 0.0 0.0
H 2.96865 0.25205 3.08165 0.0 0.0 0.0
H -3.89026 -1.53038 -3.48782 0.0 0.0 0.0
Cl 1.70099 -2.23807 4.38410 0.0 0.0 0.1
H -6.10328 -2.09345 -1.35611 0.0 0.0 0.0
C -0.22625 -3.60832 -3.21195 0.0 0.1 0.1
C -4.34609 2.42612 2.01889 0.0 0.0 0.0
H -5.00275 -2.57777 -0.04578 0.0 0.0 0.0
C 4.60205 -0.27601 4.37718 0.0 0.0 0.0
C -4.85481 -4.48008 -1.97967 0.0 0.0 0.0
H -4.61319 -1.17090 -1.04593 0.0 0.0 0.0
H -2.60506 -0.21554 0.69026 0.0 0.0 0.0
H -5.24403 1.80687 2.10443 0.0 0.0 0.0
H -0.84449 8.08569 -0.89346 0.0 0.0 0.0
C -0.79920 2.09309 0.84155 0.0 -0.1 0.0
C -1.46589 6.44062 0.38660 0.0 0.0 0.0
H -4.32651 2.79356 -0.73574 0.0 0.0 0.0
H 7.24960 2.80440 0.87336 0.0 0.0 0.0
H -5.91056 -4.47821 -2.26102 0.0 0.0 0.0
C 4.79083 0.81729 2.12260 0.1 0.0 0.0
H 5.11799 -1.84665 -1.02308 0.0 0.0 0.0
C 0.23964 3.05805 0.67599 0.0 -0.1 0.1
H -3.03864 7.86466 -0.01847 0.0 0.0 0.0
C 5.48686 0.06039 -0.08714 0.0 0.1 0.0
C 2.35649 -5.46948 1.67977 0.0 0.0 0.0
N 1.87172 -3.32770 1.11718 0.0 0.0 0.0
C 3.94594 0.65165 3.35564 0.0 0.0 0.0
H 0.91554 5.04944 0.42154 0.0 0.0 0.0
O -0.55241 0.84425 0.97423 0.1 0.2 0.0
H -5.39016 -2.44600 -3.76192 0.0 0.0 0.0
H 6.19880 -0.78615 -1.90751 0.0 0.0 0.0
P -1.80329 -2.04003 -1.55633 -0.1 0.0 0.0
C -3.18382 0.34749 1.41502 0.0 0.0 0.0
H -0.86425 6.50459 -1.70189 0.0 0.0 0.0
C -4.09271 1.78176 -0.39140 0.0 0.0 0.0
H 1.09191 -3.67727 -1.48611 0.0 0.0 0.0
C -2.93287 6.78463 0.11884 0.0 0.0 0.0
C 0.04566 4.41164 0.52456 0.0 0.0 0.0
C -0.63376 7.01865 -0.76715 0.0 0.0 0.0
C 5.72180 1.84565 2.03872 0.0 0.0 0.0
H -3.29566 4.39482 0.65563 0.0 0.0 0.0
H 5.79555 2.54789 2.86267 0.0 0.0 0.0
H 3.98270 -0.91247 -3.04762 0.0 0.0 0.0
C 1.36257 -4.54834 1.32134 -0.1 0.0 -0.1
C 6.40635 1.10349 -0.12979 0.0 0.0 0.0
H 1.43497 -4.01179 -4.54075 0.0 0.0 0.0
H 5.15162 -2.52984 1.50758 0.0 0.0 0.0
H -0.67586 -5.43247 -4.27694 0.0 0.0 0.0
C 3.55328 -4.75014 1.69951 0.0 0.0 0.0
```
Positions in Å, forces in eV/Å.